[1]
{"formula": "C19H17NO3", "method": "ωB97M-V/def2-TZVPD", "e_tot_ha": -1014.73439, "charge": 0, "spin_multiplicity": 1, "relative_energy_kcal_mol": 0.0, "e_homo_ev": -8.77, "smiles": "O=C(O)c1ccccc1C(=O)N1CC=C(c2ccccc2)CC1", "e_lumo_ev": 0.37, "elements": ["O", "O", "O", "N", "C", "C", "C", "C", "C", "C", "C", "C", "C", "C", "C", "C", "C", "C", "C", "C", "C", "C", "C", "H", "H", "H", "H", "H", "H", "H", "H", "H", "H", "H", "H", "H", "H", "H", "H", "H"], "xyz": [[-2.966, -1.852, -0.887], [-5.085, -1.201, -1.119], [-1.804, -1.374, 1.896], [-0.402, -0.918, 0.189], [4.552, -0.169, 0.973], [1.939, -1.533, 0.445], [5.889, 0.180, 0.945], [-4.338, 1.453, -0.431], [-2.345, 0.482, 0.530], [0.001, -0.159, -0.966], [3.745, 0.006, -0.150], [5.656, 0.883, -1.331], [1.306, 0.578, -0.659], [0.514, -1.974, 0.555], [-2.817, 2.830, 0.800], [-2.009, 1.731, 1.037], [6.446, 0.708, -0.208], [-3.522, 0.344, -0.210], [-1.507, -0.702, 0.925], [4.317, 0.538, -1.302], [-3.984, 2.691, 0.065], [-3.959, -0.956, -0.769], [2.324, -0.380, -0.100], [3.721, 0.662, -2.195], [6.085, 1.288, -2.236], [1.119, 1.366, 0.077], [-2.539, 3.795, 1.198], [-0.788, 0.542, -1.243], [0.162, -0.853, -1.800], [-4.618, 3.547, -0.112], [-5.246, 1.314, -0.997], [0.280, -2.270, 1.583], [-1.112, 1.835, 1.630], [2.668, -2.236, 0.820], [4.117, -0.568, 1.877], [0.350, -2.854, -0.086], [6.499, 0.042, 1.826], [-3.325, -2.695, -1.205], [7.491, 0.981, -0.231], [1.681, 1.060, -1.562]], "lowdin_charge": [0.12, 0.12, 0.09, -0.05, -0.04, -0.01, -0.08, 0.00, -0.09, -0.13, -0.19, -0.08, -0.10, -0.12, -0.06, -0.02, -0.09, -0.08, -0.44, -0.04, -0.06, -0.46, -0.19, 0.11, 0.10, 0.13, 0.11, 0.13, 0.14, 0.11, 0.12, 0.13, 0.12, 0.12, 0.11, 0.14, 0.10, 0.14, 0.10, 0.11]}

[2]
{"formula": "C13H23IO6S", "method": "ωB97M-V/def2-TZVPD", "e_tot_ha": -1656.27314, "charge": 0, "spin_multiplicity": 1, "relative_energy_kcal_mol": 107.3, "e_homo_ev": -9.14, "smiles": "CCCO[C@@]1(C[C@H](C)I)OS(=O)(=O)O[C@@]1(CC)C[C@H]1CO1", "e_lumo_ev": 0.53, "elements": ["I", "S", "O", "O", "O", "O", "O", "O", "C", "C", "C", "C", "C", "C", "C", "C", "C", "C", "C", "C", "C", "H", "H", "H", "H", "H", "H", "H", "H", "H", "H", "H", "H", "H", "H", "H", "H", "H", "H", "H", "H", "H", "H", "H"], "xyz": [[-1.305, -2.663, 2.988], [1.727, -2.071, 0.980], [2.842, -2.002, 0.096], [-0.190, -0.062, -1.125], [1.617, -3.188, 1.842], [1.514, -0.761, 1.800], [1.692, 3.289, 0.183], [0.408, -1.890, 0.101], [-2.335, -1.181, 1.855], [0.403, -2.221, -4.168], [-0.686, 2.304, 1.811], [0.661, 2.854, -0.927], [-2.835, -0.110, 2.828], [2.037, 0.805, 0.094], [-0.501, -0.950, -2.197], [2.019, 2.183, -0.506], [0.408, 1.260, 2.076], [0.855, 0.338, 0.944], [-0.181, -0.587, 0.186], [0.742, -1.328, -2.983], [-1.664, -0.627, 0.579], [1.279, -2.394, -4.792], [-1.162, -0.392, -2.867], [-2.030, 0.389, 0.449], [-1.063, -1.833, -1.882], [2.823, 2.352, -1.225], [-0.353, -1.742, -4.796], [0.005, -3.182, -3.840], [1.132, 3.147, -1.903], [0.041, 3.746, -0.926], [1.511, -1.753, -2.337], [1.150, -0.386, -3.366], [-3.189, 0.759, 2.272], [-2.108, -1.189, -0.244], [-0.256, 3.303, 1.845], [-1.151, 2.222, 0.833], [2.916, 0.782, 0.743], [-3.661, -0.521, 3.408], [-2.066, 0.196, 3.534], [0.145, 0.606, 2.907], [2.178, 0.137, -0.750], [-1.455, 2.280, 2.578], [-3.225, -1.703, 1.513], [1.310, 1.786, 2.389]], "lowdin_charge": [1.00, 0.54, -0.22, -0.09, -0.29, -0.21, -0.07, -0.14, -0.74, -0.10, -0.08, 0.00, -0.19, -0.06, -0.20, -0.31, -0.12, -0.24, -0.41, -0.23, -0.11, 0.07, 0.13, 0.11, 0.13, 0.15, 0.07, 0.08, 0.08, 0.12, 0.10, 0.12, 0.07, 0.12, 0.07, 0.06, 0.15, 0.07, 0.05, 0.11, 0.12, 0.06, 0.06, 0.13]}

[3]
{"formula": "CH7NO3", "method": "ωB97M-V/def2-TZVPD", "e_tot_ha": -322.77726, "charge": 0, "spin_multiplicity": 1, "relative_energy_kcal_mol": 7.2, "e_homo_ev": -10.10, "smiles": "NC=O.O.O", "e_lumo_ev": 0.75, "elements": ["O", "O", "O", "N", "C", "H", "H", "H", "H", "H", "H", "H"], "xyz": [[-0.413, 1.581, -0.207], [-0.407, -1.925, -1.634], [-0.932, -0.507, 1.612], [1.290, 0.194, 0.308], [0.776, 1.325, -0.243], [-0.473, -2.052, -0.691], [-0.957, 0.462, 1.629], [2.258, -0.081, 0.233], [-1.876, -0.654, 1.718], [1.472, 2.093, -0.623], [-0.844, -1.177, -1.988], [0.551, -0.496, 0.457]], "lowdin_charge": [-0.02, -0.04, -0.07, 0.12, -0.40, 0.02, 0.04, 0.11, 0.06, 0.13, 0.02, 0.05]}

[4]
{"formula": "C3H7BN2O2", "method": "ωB97M-V/def2-TZVPD", "e_tot_ha": -403.40337, "charge": 0, "spin_multiplicity": 1, "relative_energy_kcal_mol": 0.0, "e_homo_ev": -8.85, "smiles": "[H]/N=C/C=C\\N.O=BO", "e_lumo_ev": 0.50, "elements": ["O", "O", "N", "N", "C", "C", "C", "B", "H", "H", "H", "H", "H", "H", "H"], "xyz": [[3.583, -1.088, 0.866], [2.676, 0.683, -0.725], [0.544, 1.772, 0.410], [-2.355, -1.195, 0.279], [-1.298, -1.104, -0.594], [-0.377, -0.068, -0.727], [-0.414, 0.986, 0.243], [3.046, -0.225, 0.177], [0.270, -0.157, -1.530], [-1.371, 1.072, 0.763], [0.343, 2.346, 1.138], [-2.573, -0.498, 0.983], [2.090, 1.464, -0.414], [-1.365, -1.962, -1.344], [-2.799, -2.025, 0.472]], "lowdin_charge": [0.10, 0.13, 0.10, 0.07, -0.15, -0.09, -0.23, -0.53, 0.07, 0.11, 0.03, 0.09, 0.09, 0.14, 0.06]}

[5]
{"formula": "C27H34F4N6O4PS4V", "method": "ωB97M-V/def2-TZVPD", "e_tot_ha": -4955.45350, "charge": 3, "spin_multiplicity": 2, "e_homo_ev": [-16.52, -16.53], "s2": 0.79, "e_lumo_ev": [-11.26, -11.06], "elements": ["V", "S", "S", "S", "S", "P", "F", "F", "F", "F", "O", "O", "O", "O", "N", "N", "N", "N", "N", "N", "C", "C", "C", "C", "C", "C", "C", "C", "C", "C", "C", "C", "C", "C", "C", "C", "C", "C", "C", "C", "C", "C", "C", "C", "C", "C", "C", "H", "H", "H", "H", "H", "H", "H", "H", "H", "H", "H", "H", "H", "H", "H", "H", "H", "H", "H", "H", "H", "H", "H", "H", "H", "H", "H", "H", "H", "H", "H", "H", "H", "H"], "xyz": [[-0.662, 0.271, -0.533], [-2.990, -0.175, -0.393], [-1.361, 2.601, 0.092], [1.628, 1.595, -0.335], [0.780, 1.929, 3.193], [0.110, -0.113, -2.868], [-1.458, -1.834, 8.146], [2.529, -2.250, 5.639], [-2.756, -1.129, 5.967], [1.219, -1.496, 3.462], [0.121, -0.913, -1.500], [1.491, 0.528, -3.117], [-0.255, -0.943, -4.100], [-0.828, 1.025, -2.469], [3.719, -3.249, 8.229], [-3.642, 1.453, -2.462], [-0.714, -0.338, 1.121], [0.302, -2.366, 10.538], [-4.009, -0.504, 3.151], [-5.345, 0.439, -1.299], [2.899, -1.506, -3.160], [-0.804, -1.771, 7.024], [2.493, 2.527, 1.007], [-1.430, 3.124, 1.855], [-2.899, -0.731, 3.345], [-1.483, -0.941, 3.447], [1.273, -2.457, 8.160], [-0.163, 3.394, 2.666], [2.632, -2.873, 8.171], [2.601, -0.061, -5.209], [1.044, 3.040, -1.264], [-1.158, -2.115, -4.370], [-1.442, -2.035, -5.858], [2.426, 2.017, 2.422], [-0.395, -3.379, -4.013], [-2.433, -1.992, -3.555], [0.692, -2.434, 9.456], [-0.905, -0.665, 2.239], [0.595, -2.094, 7.008], [1.252, -1.995, 5.733], [-1.473, -1.410, 5.890], [0.573, -1.606, 4.623], [-0.128, 3.760, -0.608], [-0.813, -1.309, 4.640], [2.741, -0.094, -3.698], [3.872, 0.808, -3.236], [-4.060, 0.653, -1.505], [2.800, 0.995, 2.498], [2.147, -2.176, -3.582], [-1.916, -1.090, -6.122], [1.891, 3.714, -1.391], [1.711, -0.600, -5.532], [-5.644, -0.155, -0.540], [-0.057, -3.358, -2.975], [4.793, 0.510, -3.735], [2.155, 3.559, 0.948], [4.022, 0.730, -2.160], [-2.069, 2.376, 2.327], [-0.652, 4.357, -1.352], [-4.292, 1.921, -3.078], [-2.659, 1.486, -2.693], [3.536, 2.509, 0.688], [-2.943, -1.054, -3.781], [-2.220, -2.060, -2.489], [-1.054, -4.236, -4.144], [3.473, -0.532, -5.661], [0.762, 2.658, -2.238], [3.882, -1.883, -3.437], [-2.109, -2.850, -6.135], [3.048, 2.655, 3.049], [0.506, 4.101, 2.182], [0.181, 4.428, 0.194], [-6.068, 0.855, -1.868], [2.823, -1.519, -2.071], [-0.493, 3.858, 3.597], [2.540, 0.967, -5.564], [-0.520, -2.135, -6.431], [0.468, -3.513, -4.666], [-1.992, 4.058, 1.805], [-3.099, -2.813, -3.815], [3.664, 1.846, -3.500]], "mulliken_spin": [1.13, -0.06, -0.04, -0.03, 0.00, -0.01, 0.00, 0.00, 0.00, 0.00, -0.02, -0.01, 0.00, 0.02, -0.01, 0.00, -0.12, -0.01, 0.00, 0.00, 0.00, 0.00, 0.00, 0.00, 0.01, 0.01, -0.01, 0.00, 0.00, 0.00, 0.00, 0.00, 0.00, 0.00, 0.00, 0.00, 0.00, 0.15, 0.01, 0.00, 0.00, 0.00, 0.00, 0.00, 0.00, 0.00, 0.01, 0.00, 0.00, 0.00, 0.00, 0.00, 0.00, 0.00, 0.00, 0.00, 0.00, 0.00, 0.00, 0.00, 0.00, 0.00, 0.00, 0.00, 0.00, 0.00, 0.00, 0.00, 0.00, 0.00, 0.00, 0.00, 0.00, 0.00, 0.00, 0.00, 0.00, 0.00, 0.00, 0.00, 0.00]}

[6]
{"formula": "C6H10NS", "method": "ωB97M-V/def2-TZVPD", "e_tot_ha": -687.14222, "charge": 1, "spin_multiplicity": 1, "relative_energy_kcal_mol": 88.1, "e_homo_ev": [-12.64, -12.64], "e_lumo_ev": [-4.68, -4.68], "elements": ["S", "N", "C", "C", "C", "C", "C", "C", "H", "H", "H", "H", "H", "H", "H", "H", "H", "H"], "xyz": [[1.730, 0.760, 1.515], [0.822, 0.143, -0.854], [0.309, 0.383, 0.544], [-1.007, -1.600, 0.367], [0.704, -1.186, -1.287], [-0.848, 2.226, -0.016], [-0.222, -1.974, -0.792], [-0.630, -0.497, 1.053], [-1.885, 1.910, -0.022], [0.413, 0.941, -1.388], [-0.310, -3.050, -1.265], [1.262, 0.597, 2.696], [-0.503, 2.291, -1.081], [1.873, 0.256, -0.926], [-1.102, -0.117, 1.963], [-0.615, 2.907, 0.726], [1.429, -1.528, -2.040], [-1.421, -2.463, 0.809]], "lowdin_charge": [0.91, 0.02, -0.64, -0.03, -0.11, 0.14, -0.04, -0.13, 0.05, 0.15, 0.18, -0.13, 0.05, 0.18, 0.14, 0.01, 0.15, 0.11]}

[7]
{"formula": "C30H61ClGaO26", "method": "ωB97M-V/def2-TZVPD", "e_tot_ha": -5520.71934, "charge": -1, "spin_multiplicity": 1, "e_homo_ev": -4.95, "e_lumo_ev": 1.98, "elements": ["Ga", "Cl", "O", "O", "O", "O", "O", "O", "O", "O", "O", "O", "O", "O", "O", "O", "O", "O", "O", "O", "O", "O", "O", "O", "O", "O", "O", "O", "C", "C", "C", "C", "C", "C", "C", "C", "C", "C", "C", "C", "C", "C", "C", "C", "C", "C", "C", "C", "C", "C", "C", "C", "C", "C", "C", "C", "C", "C", "H", "H", "H", "H", "H", "H", "H", "H", "H", "H", "H", "H", "H", "H", "H", "H", "H", "H", "H", "H", "H", "H", "H", "H", "H", "H", "H", "H", "H", "H", "H", "H", "H", "H", "H", "H", "H", "H", "H", "H", "H", "H", "H", "H", "H", "H", "H", "H", "H", "H", "H", "H", "H", "H", "H", "H", "H", "H", "H", "H", "H"], "xyz": [[0.860, -0.246, 0.232], [-1.955, 2.898, -1.264], [0.214, -7.280, 2.511], [6.581, 2.024, 4.534], [-1.613, -8.255, 1.777], [-4.190, 2.854, 2.866], [-5.715, 8.535, 1.680], [-0.129, -2.490, 7.660], [0.768, 1.680, -8.607], [0.717, -3.054, 1.103], [7.020, 0.471, 6.170], [-6.775, 8.750, -0.231], [0.495, 0.271, 2.019], [-1.230, -6.064, 1.202], [-6.017, 6.668, 0.376], [4.886, -0.310, -2.520], [0.386, -0.511, -8.031], [0.408, -2.466, 5.530], [5.074, 0.481, 4.948], [-3.013, 4.807, 2.586], [3.536, 1.521, -3.364], [-0.081, -6.278, -8.255], [0.534, -4.171, -8.188], [2.212, 0.464, -7.298], [1.974, -3.325, 0.891], [-1.384, -1.207, 6.226], [-4.771, 4.820, 3.903], [1.551, -5.563, -9.706], [-5.037, 7.722, 2.635], [7.849, 2.621, 4.802], [-0.462, -1.976, 6.449], [-0.830, -0.463, -8.776], [1.345, -3.101, -8.671], [0.037, -7.585, -8.813], [-4.010, 4.040, 3.095], [-2.127, 4.113, 1.711], [-2.828, -8.207, 1.033], [0.170, -2.190, 0.005], [0.250, 1.077, -1.224], [1.089, 0.649, -8.037], [3.570, 0.996, -0.685], [1.058, -6.133, 2.594], [4.642, -0.663, 5.682], [-5.867, 4.140, 4.513], [-1.358, 1.131, -1.517], [2.329, 2.076, 2.548], [0.725, 1.703, 2.257], [-2.270, 0.074, -0.664], [6.298, 0.944, 5.305], [-7.293, 8.179, -1.431], [-0.965, -2.058, 8.732], [0.176, -2.006, 4.200], [2.958, -0.375, 0.051], [4.031, 0.696, -2.240], [-0.909, -7.094, 1.772], [3.056, 1.611, -7.214], [0.750, -5.358, -8.808], [-6.155, 7.863, 0.587], [3.652, -0.947, 5.314], [-4.139, 7.275, 2.195], [4.538, 1.278, -0.054], [7.969, 3.474, 4.129], [2.406, -3.318, -8.511], [-0.217, -7.575, -9.878], [-6.406, 4.859, 5.137], [-0.608, -2.530, 9.651], [8.658, 1.910, 4.606], [0.533, -5.302, 3.076], [0.178, 1.957, 3.287], [-2.667, 3.731, 0.838], [-6.556, 3.759, 3.753], [-1.495, 0.934, -2.686], [2.177, -3.469, -0.080], [1.924, -6.395, 3.208], [-5.704, 6.947, 3.026], [3.413, 1.901, -8.208], [4.559, -0.429, 6.748], [-5.508, 3.329, 5.155], [0.560, 2.168, -0.852], [-1.371, 4.823, 1.363], [-0.672, -8.238, -8.297], [-3.407, 0.388, -0.842], [2.836, 1.910, -0.580], [3.922, 1.349, -6.601], [0.232, 2.408, 1.458], [-1.015, -2.294, 0.115], [-0.904, -0.972, 8.856], [0.420, -2.632, -1.060], [-7.767, 8.978, -2.009], [0.864, 0.885, -2.202], [-2.158, -0.979, -1.194], [2.475, 2.386, 3.692], [-1.511, 0.285, -8.356], [-3.308, -9.187, 1.106], [-3.509, -7.459, 1.453], [-0.629, -0.256, -9.832], [-6.486, 7.751, -2.035], [7.893, 2.986, 5.833], [3.503, 0.893, -4.165], [0.283, -0.918, 4.143], [2.564, 3.004, 1.846], [-2.001, -2.372, 8.563], [-4.729, 8.362, 3.467], [-1.310, -1.443, -8.703], [-8.051, 7.423, -1.203], [-2.071, 0.053, 0.489], [2.531, 2.442, -6.732], [5.324, -1.505, 5.521], [1.089, -2.201, -8.105], [-2.627, -8.000, -0.023], [1.414, -5.843, 1.601], [3.050, 1.172, 2.370], [-1.619, 3.301, 2.240], [1.046, -7.982, -8.658], [3.486, -0.600, 1.072], [3.121, -1.238, -0.758], [1.143, -2.911, -9.730], [0.929, -2.460, 3.550], [-0.814, -2.318, 3.851]], "lowdin_charge": [0.39, 0.51, -0.01, -0.01, -0.02, 0.12, -0.01, -0.02, 0.12, -0.31, 0.10, -0.02, -0.32, 0.12, 0.12, -0.08, -0.07, -0.02, -0.01, -0.02, -0.04, -0.01, 0.00, -0.01, -0.13, 0.11, -0.04, 0.10, -0.04, -0.06, -0.56, -0.04, -0.04, -0.06, -0.55, -0.08, -0.06, -0.18, -0.27, -0.55, -0.18, -0.04, -0.04, -0.05, -0.68, -0.10, -0.32, -0.16, -0.56, -0.06, -0.06, -0.04, -0.22, -0.28, -0.56, -0.05, -0.56, -0.56, 0.09, 0.10, 0.12, 0.09, 0.11, 0.10, 0.09, 0.09, 0.10, 0.10, 0.11, 0.01, 0.10, 0.10, 0.11, 0.09, 0.09, 0.10, 0.10, 0.10, 0.05, 0.10, 0.09, 0.08, 0.09, 0.09, 0.08, 0.08, 0.10, 0.08, 0.09, 0.06, 0.08, 0.08, 0.10, 0.09, 0.10, 0.10, 0.10, 0.10, 0.11, 0.09, 0.07, 0.10, 0.10, 0.10, 0.10, 0.09, 0.11, 0.10, 0.07, 0.10, 0.09, 0.06, 0.08, 0.10, 0.06, 0.06, 0.10, 0.09, 0.11]}

[8]
{"formula": "C4H11NO2", "method": "ωB97M-V/def2-TZVPD", "e_tot_ha": -364.20664, "charge": 0, "spin_multiplicity": 1, "relative_energy_kcal_mol": 38.6, "e_homo_ev": -9.22, "smiles": "C[C@@H](O)[C@H](N)CO", "e_lumo_ev": 0.81, "elements": ["O", "O", "N", "C", "C", "C", "C", "H", "H", "H", "H", "H", "H", "H", "H", "H", "H", "H"], "xyz": [[-1.513, 0.380, 1.884], [-0.493, -0.714, -1.699], [1.655, -0.834, 0.318], [0.616, 1.457, -1.585], [-0.614, -0.649, 1.412], [-0.173, 0.379, -0.827], [0.440, -0.030, 0.521], [-1.093, 0.717, 2.675], [0.697, 0.935, 0.977], [1.307, 1.985, -0.918], [-0.986, -1.262, -1.094], [1.319, 1.058, -2.326], [2.490, -0.284, 0.293], [-0.082, -1.039, 2.284], [-0.039, 2.084, -2.182], [1.437, -1.389, -0.501], [-1.073, 0.934, -0.521], [-1.196, -1.528, 1.115]], "lowdin_charge": [-0.07, -0.02, 0.07, -0.04, -0.21, -0.41, -0.36, 0.08, 0.14, 0.08, 0.07, 0.08, 0.07, 0.12, 0.08, 0.07, 0.13, 0.13]}

no.,molar mass (g mol⁻¹)
1,307.3
2,434.3
3,81.1
4,113.9
5,792.8
6,128.2
7,943.0
8,105.1